1.
The following is a quantum chemistry calculation of a gas-phase ion, C12H8F6N2 (charge +2) at a distorted geometry, from the Open Molecules 2025 dataset.

As for the frontier orbital gap: 7.9 eV. As for the charge: +2. For the highest occupied orbital energy, the calculation gives -17.7 eV. The LUMO energy comes out at -9.82 eV.

Atoms and positions in Å:
N: -2.415528 2.858936 -0.950753
C: -0.567173 1.100557 -1.643019
C: 1.606989 -0.943916 -0.665787
C: 1.257663 -2.673781 1.756804
C: 2.616838 -2.063819 -0.266684
H: 3.519542 -2.202312 -0.968893
C: -2.499292 2.303643 0.402283
C: 0.345770 -0.688249 0.252357
F: -4.657694 3.742299 -1.238488
H: -1.461052 2.742748 -3.000993
C: -0.616241 0.497601 -0.182343
C: 0.166741 -1.605630 1.499371
N: 2.432813 -2.880419 0.932421
H: -0.734302 -1.446914 2.188864
H: 1.144895 -3.366853 2.669092
H: 1.743329 -0.274385 -1.588910
C: -1.610427 1.111804 0.863055
C: 3.496047 -3.880258 1.210371
H: -1.610898 0.661644 1.907762
F: 4.741678 -3.177669 1.112877
H: 0.118905 0.711367 -2.462930
F: -2.873464 4.676273 -2.452184
F: 3.539495 -4.945901 0.302347
C: -1.516043 2.289893 -1.954702
H: -3.240741 2.750073 1.167308
F: -3.062427 4.981284 -0.210101
F: 3.418065 -4.299454 2.571915
C: -3.283490 4.021439 -1.251041

Cartesian forces, eV/Å:
1.8 -3.2 0.8
-3.0 1.8 3.2
-0.7 -2.3 3.6
-1.1 1.4 -0.7
-2.7 2.2 -0.1
-1.4 -0.2 1.6
2.1 -2.3 -0.1
2.4 -1.9 -0.1
4.1 0.3 -0.4
-0.5 -0.4 1.8
-1.6 2.0 -0.5
3.2 0.1 -2.8
-2.8 2.9 -1.8
1.7 -0.7 -1.0
0.4 1.2 -1.7
0.2 -1.5 1.7
0.6 1.5 -4.5
3.6 -1.0 1.7
-0.4 1.1 -1.5
-3.4 -1.9 -0.1
-1.3 0.7 1.2
-1.3 -2.6 3.3
-0.6 3.1 2.8
1.4 -2.1 2.0
1.3 -0.5 -1.7
-0.6 -2.8 -2.6
-0.4 0.9 -4.2
-1.2 4.3 0.1

***

2.
The following is a quantum chemistry calculation of a molecular structure, C36H90InN6Na2O16P at a distorted geometry, from the Open Molecules 2025 dataset.

As for the frontier orbital gap: 2.7 eV. As for the charge: +2. For the energy above the lowest of the compared OMol25 structures with the same formula, charge and spin, the calculation gives 1257.8 kJ/mol. For the highest occupied orbital energy, the calculation gives -10.6 eV. The LUMO energy comes out at -7.89 eV.

Atoms and positions in Å:
H: 6.616280 -5.436545 -0.250120
H: 0.196615 -3.094590 -8.131351
H: 4.754836 6.594289 7.817306
H: -2.335857 1.770744 -7.308419
H: 1.255101 -4.361297 -7.370326
H: -5.239168 -11.577071 -1.707476
H: 2.436619 9.739864 4.956495
H: 3.137408 5.955283 7.825539
H: 5.643522 4.056844 1.937785
H: 2.778510 -2.494392 -7.589879
C: 5.381338 6.092103 1.210420
H: -7.411733 -8.154312 -1.395627
H: -4.915207 -11.634144 -0.023337
H: 4.291470 6.081644 1.196225
C: 2.440556 8.661058 5.112254
O: 0.290633 -0.899001 -0.377806
H: 6.789392 3.969028 4.450552
H: 6.504498 -3.748332 0.211116
H: 4.498817 -5.690972 3.868336
H: -2.649209 7.143220 -0.857506
H: -3.832942 2.878794 -7.531052
C: 1.013430 8.217497 5.537887
H: -1.719962 3.446540 3.168901
H: 1.008659 8.706229 6.512164
H: 4.484743 10.019154 5.653506
O: 5.600120 -5.117214 1.403097
H: 5.511681 7.893292 -0.606263
C: 2.232895 -8.675862 1.591555
H: 1.165513 -1.248362 -9.228661
H: 4.303733 -4.046333 4.345859
H: 7.632192 -4.798176 1.137748
H: -1.300197 -7.130706 -5.520799
H: -9.740153 -10.035755 -1.775740
C: 1.821466 -6.896274 3.091517
H: 2.451415 -0.027114 -8.675342
C: 1.501374 -0.526204 -8.484494
C: 1.843106 -5.361941 3.296164
H: -6.818619 -4.458811 -1.750316
H: -3.275820 4.099206 -5.732491
H: -1.780199 3.387898 -5.343366
C: -1.823080 9.170423 -2.161706
O: 1.440925 -1.039144 -7.153511
O: 1.201418 1.618654 -0.714238
O: -2.479307 8.020874 -2.737959
H: -7.243182 -10.505137 -2.611668
H: 3.082205 -8.969606 2.208392
C: -3.294367 3.661419 -3.757550
H: 5.250899 -3.310248 2.257844
H: -1.818654 4.995446 6.633172
H: -1.312576 7.170401 5.695236
C: -8.704669 -6.049587 -1.252857
H: -1.357452 6.570771 -1.867475
Na: 3.276206 2.543973 -4.088952
H: 5.179335 3.455490 4.425329
C: -3.375842 2.000052 -7.076116
H: -0.531304 6.914435 7.165035
N: -2.485613 4.806502 -3.281186
C: -0.543257 6.540155 6.141373
H: 5.610979 6.237197 3.940218
N: -8.359052 -8.382296 -1.661546
H: -7.484705 -3.945414 -0.247959
N: -0.188893 -3.371062 -6.096174
C: -1.259404 -4.338468 -6.326829
H: -1.336619 -7.722497 -3.901068
H: 1.758444 -5.211779 4.372453
C: -3.272452 5.694062 -2.358611
O: 2.515795 -0.373154 -1.343054
H: -9.065437 -9.933166 -0.281295
O: 1.951017 0.143898 1.115568
H: -5.839449 -4.782577 -0.231366
H: -3.346521 2.809895 -3.079112
O: 5.927184 7.430679 1.371421
H: 6.344792 9.138611 0.366180
H: -2.483620 9.825496 -1.593694
H: 5.878113 3.930138 6.684866
H: -0.872678 9.051580 -1.641414
H: 2.585748 -7.346376 3.725059
C: 5.541025 8.402413 0.357084
C: 0.747892 -3.404849 -7.243684
H: -1.929106 -4.036384 -7.132030
C: -5.726171 -11.733159 -0.744891
C: 5.777856 4.352518 4.584100
In: 2.382792 -5.204988 -2.003397
H: 0.917674 -7.348799 3.499536
C: -1.707042 -6.915164 -4.532809
N: 0.749169 6.784454 5.498694
H: 0.248622 8.708048 4.935790
Na: 1.018794 3.706660 2.505480
H: -9.498355 -5.443597 -0.815911
H: 5.196505 8.902567 6.910876
C: -8.792355 -9.748790 -1.320286
H: -10.203147 -7.437236 -1.841422
H: 1.392499 -9.339931 1.793621
C: 4.618332 8.991399 5.991128
H: -3.054491 -4.910229 -5.304799
C: -2.849658 3.268743 -5.169611
H: -1.609804 9.703132 -3.088436
H: -4.260611 4.105453 -3.996888
C: 6.688097 -4.751854 0.594948
C: -6.826124 -4.695242 -0.686289
H: -3.930602 1.133744 -7.436459
C: -2.052813 -4.592136 -5.015739
O: -7.533019 -5.874110 -0.509017
H: 7.077514 5.145459 2.257637
H: -0.812647 -5.294584 -6.599506
P: 1.454392 0.150763 -0.332225
H: -8.631444 -5.696582 -2.281502
C: -7.664440 -10.740144 -1.634215
H: -2.121139 -3.641519 -4.486833
O: 1.955629 -7.299257 1.750177
N: 5.411132 5.346641 3.507684
H: 4.583428 8.898517 0.515186
H: 6.349614 -4.270695 3.234169
O: 3.345772 8.242730 6.079995
H: -2.333361 2.996044 4.736172
H: -8.156504 -11.712731 -1.641465
H: -4.226658 6.033973 -2.761167
O: -3.381832 2.044651 -5.659212
C: -9.333292 -7.442409 -1.184604
H: 2.288720 -2.551057 -5.966811
H: 2.589301 8.171230 4.149935
H: -0.595710 2.780242 4.419357
H: 4.424174 4.964035 8.457367
C: 5.655531 4.807573 6.077691
N: 3.040356 -4.761083 2.690496
H: 5.641807 5.721721 0.218919
H: 6.355204 5.611658 6.305762
C: -0.902909 5.013069 6.042224
C: 4.180621 5.679305 7.671764
C: 1.896634 -2.354591 -6.964697
H: 2.869262 -3.784620 2.497249
H: 2.575501 -8.974383 0.600790
C: -2.396615 6.899065 -1.889329
H: -0.638151 -2.467967 -6.044311
O: -6.616513 -10.681605 -0.606043
H: -9.699298 -7.680221 -0.185816
C: 5.992779 5.055699 2.199337
H: 0.859256 0.352574 -8.425034
H: 1.562395 6.335881 5.895612
O: -1.377641 -5.546554 -4.166895
O: -1.164111 4.709545 4.676703
H: -3.528324 5.196989 -1.422907
H: 1.015068 -4.865962 2.789733
C: 4.312896 -4.693899 3.469114
H: 5.206919 8.500464 5.216120
H: -6.181479 -12.722401 -0.791660
C: -1.463362 3.411540 4.227685
H: -0.116546 4.415835 6.503778
O: 4.357217 5.192996 6.389750
C: 5.463063 -4.322442 2.602141
H: -1.724103 4.364205 -2.786637
H: -2.795846 -6.909275 -4.482133

Cartesian forces, eV/Å:
0.6 -0.1 0.0
0.3 -0.3 -0.5
0.2 0.1 0.2
0.2 0.7 -0.9
-0.5 -0.2 0.1
0.4 -0.4 -0.4
0.0 0.2 0.1
0.0 -0.1 -0.3
0.3 0.0 -0.3
0.0 -0.4 -0.5
1.3 0.2 -0.8
-0.1 -0.2 0.5
-0.4 -0.2 0.4
-0.2 0.1 0.7
-1.8 -1.0 -0.9
1.6 1.4 0.1
0.5 0.3 0.1
0.4 0.4 -0.1
0.0 -0.2 0.1
-0.3 0.3 0.1
0.4 0.2 0.0
1.1 1.1 -0.2
0.1 0.2 -0.1
-0.8 -0.4 0.8
-0.3 0.1 0.4
-0.4 -0.3 1.7
0.1 0.1 -0.2
0.5 -0.5 0.3
0.2 0.2 -0.1
-0.2 0.4 0.0
0.2 -0.1 -0.2
-0.4 0.0 -0.3
0.2 0.2 -0.9
-0.2 0.0 0.5
0.6 -0.8 -0.3
-0.4 0.8 1.1
0.7 -0.7 -0.8
0.7 0.1 -0.3
0.1 0.0 -0.6
0.5 -0.5 0.2
-0.5 0.5 -2.1
0.0 0.4 0.7
-0.2 -0.8 0.3
0.4 0.0 1.3
0.2 -0.2 -0.1
0.0 0.0 0.5
-0.2 0.6 -0.9
0.2 0.5 -0.1
-0.2 -0.9 0.1
0.0 -0.3 -0.6
-1.8 0.8 0.6
0.3 -0.3 0.0
-0.2 -0.2 0.2
-0.4 0.0 0.2
0.4 -0.9 0.5
0.0 -0.6 0.6
-1.2 -0.3 0.1
1.1 -1.4 -0.4
0.3 0.5 -0.9
-1.3 -1.5 -0.1
0.6 0.8 0.4
0.5 -1.1 -0.5
-0.1 -0.4 1.2
0.3 0.7 0.6
-0.1 0.2 0.2
1.7 0.4 0.5
-1.1 0.1 0.5
0.4 0.5 0.7
-0.5 -0.1 -0.2
-0.2 0.1 -0.1
-0.2 0.0 0.2
-0.9 -0.7 0.0
-0.2 0.0 -0.1
-0.2 -0.4 0.3
0.6 -0.1 0.1
-0.1 -0.8 0.1
0.6 0.0 -0.2
0.7 -1.2 0.5
0.9 2.1 1.1
-0.2 0.0 -0.2
1.0 0.3 -1.2
-0.4 0.3 -0.3
-0.2 0.0 0.3
-0.5 0.3 0.1
-0.5 1.2 -0.3
0.0 1.3 -0.5
0.1 0.2 -0.2
-0.1 0.0 0.2
-0.1 0.7 0.1
-0.5 0.1 0.1
1.8 -0.1 0.1
-0.1 0.1 -0.1
-0.3 0.2 0.4
-0.7 -1.5 -0.7
-0.2 -0.3 0.4
-0.3 0.6 -0.6
0.3 0.5 0.3
-0.5 -0.6 0.9
-0.8 0.1 0.0
-1.5 0.4 -0.5
-0.2 0.0 0.4
0.9 -0.2 -0.8
0.4 -2.6 0.2
0.2 -0.3 -0.6
0.0 0.0 -0.2
0.3 -0.3 -0.8
0.5 -0.2 -0.3
-0.4 0.4 0.9
0.0 -0.2 0.3
0.2 0.1 -0.9
-0.3 -1.3 2.4
-0.1 -0.2 0.4
0.4 -0.3 -0.3
1.6 1.3 0.6
0.0 -0.2 0.1
0.5 -0.4 0.0
0.3 0.0 -0.5
-0.5 0.5 0.8
1.6 0.8 -0.4
-0.4 0.6 0.4
0.7 0.0 -0.4
0.1 -0.6 0.0
0.3 -0.3 0.0
-0.1 -0.6 -1.3
1.0 0.9 0.6
0.3 0.1 -0.5
0.3 0.1 0.0
-0.7 2.0 0.3
-0.2 0.6 0.8
-0.5 -1.1 -1.1
-0.5 0.1 -0.3
-0.2 0.8 -0.4
-0.5 -0.7 -0.5
0.3 0.4 -0.1
-2.2 0.5 -0.4
0.1 0.1 0.4
-1.2 2.3 1.0
-0.6 -0.3 -0.4
-0.3 -0.5 0.6
0.1 -0.3 0.1
0.3 0.8 -0.8
-0.1 -0.5 0.1
-0.3 -0.3 0.2
-1.1 -2.3 -0.2
0.2 0.0 -0.2
-0.1 -0.1 0.5
0.0 0.3 1.1
0.0 -0.3 -0.2
-1.0 -0.1 -1.2
-0.1 0.8 -1.4
0.3 0.5 0.4
-0.1 -0.7 -0.5

***

3.
The following is a quantum chemistry calculation of a molecular structure, C4H6O2Sr at a distorted geometry, from the Open Molecules 2025 dataset.

As for the frontier orbital gap (spin up / spin down): 3.0 / 5.7 eV. As for the charge: +1. The spin multiplicity is 2. For the energy above the lowest of the compared OMol25 structures with the same formula, charge and spin, the calculation gives 396.0 kJ/mol. For the highest occupied orbital energy (spin up / spin down), the calculation gives -7.9 / -10.5 eV. Its expectation value of S² is 0.90. The LUMO energy (spin up / spin down) comes out at -4.90 / -4.82 eV.

Atoms and positions in Å:
H: 1.856640 -1.748456 0.210948
H: 3.455185 0.365208 2.224432
H: 0.643392 1.134288 -2.116213
H: 2.255586 -1.173137 -1.727570
H: 1.183352 -0.529468 1.795132
C: 1.872226 -0.773585 0.974377
O: 4.105958 -1.537856 1.986904
C: 1.636863 -0.353789 -1.347122
Sr: 6.337291 -2.215747 3.198157
C: 1.913485 0.200786 -0.123111
H: 3.037686 0.697770 0.069351
C: 3.379856 -0.600218 1.688751
O: 1.094765 0.327815 -2.387247

Cartesian forces, eV/Å:
-0.6 1.0 3.3
0.4 0.2 -0.5
0.1 0.2 0.5
-1.4 -1.0 0.3
-0.4 -0.9 -0.6
4.3 -2.0 -1.2
2.1 -0.6 0.4
0.4 1.9 -1.9
-1.1 0.2 -0.6
2.8 1.8 1.2
-3.5 0.8 -1.5
-4.2 -0.8 0.4
1.1 -0.8 0.3

***

4.
The following is a quantum chemistry calculation of a molecular structure, C28H35N2SV at a distorted geometry, from the Open Molecules 2025 dataset.

As for the frontier orbital gap (spin up / spin down): 7.5 / 7.0 eV. As for the charge: +1. The spin multiplicity is 2. For the highest occupied orbital energy (spin up / spin down), the calculation gives -10.6 / -9.9 eV. Its expectation value of S² is 0.79. The LUMO energy (spin up / spin down) comes out at -3.14 / -2.94 eV.

Atoms and positions in Å:
H: -1.164924 -4.144328 -2.008460
C: 1.986072 2.412896 -2.850069
C: 1.756298 2.040596 -1.528194
H: 0.854895 2.794127 5.842024
H: -1.222391 2.189332 -4.025444
C: 1.208277 -2.188645 0.736183
C: -2.599273 0.267338 -2.600183
H: 2.572050 2.020163 -0.804035
C: -2.930249 2.517099 -1.601764
C: 0.753376 -1.632845 -1.482395
H: -0.404959 -4.650326 1.393500
C: -2.468964 -0.610044 0.166882
H: 2.004314 1.606889 1.112027
C: 1.709044 -1.487243 -0.414040
C: 0.979025 -1.237643 -2.900226
C: -0.601724 1.705753 -2.013526
H: 1.254391 -2.523822 2.862159
H: 0.190744 1.492858 -0.048762
H: 3.164471 -0.322557 -1.455156
C: 1.745830 1.908822 2.129642
C: 1.114853 2.576415 4.809114
H: -2.720745 -1.075389 3.214247
H: 3.110125 3.577945 2.216129
H: -3.948974 2.272152 -1.277144
V: -0.166017 -0.709839 0.168368
H: -2.628405 -0.890153 1.214376
H: -1.464415 -2.599715 -2.809437
N: -0.093093 0.169729 2.312789
H: -2.365822 -3.031171 -1.331391
C: -2.037820 0.681758 -0.166638
H: -2.993959 -1.247654 -0.549884
H: 2.571348 -1.507861 2.238868
H: 2.557571 4.164221 4.574890
C: -0.879407 -3.671681 1.228677
H: 3.314032 -0.267986 0.318847
C: 2.373245 2.990164 2.765345
C: -1.389161 -3.080912 -1.828953
H: -1.963191 -0.624608 -2.681973
H: -3.609241 -0.054776 -2.307538
C: -2.042003 1.263175 -1.580288
H: -2.668835 0.724056 -3.595420
C: 0.910558 2.466493 -3.747942
H: -1.047435 -3.195498 2.203782
C: 0.452180 1.698086 -1.112713
C: 2.061605 3.323203 4.091005
H: 1.071368 2.769624 -4.783289
C: 0.475067 1.519659 4.163522
H: -2.529801 3.283236 -0.927856
H: -1.861833 -3.839259 0.772863
H: 0.030825 -1.116736 -3.437054
C: -0.044740 -2.795143 0.370220
H: 1.530121 -0.292301 -2.955493
H: -1.601683 -2.055754 3.898436
H: -2.980446 2.935721 -2.612148
H: 3.831833 -1.711468 -0.578398
C: -0.871197 -0.299322 3.279311
H: 2.988683 2.669699 -3.181547
C: 0.753790 1.198498 2.823127
H: 2.597710 -3.259899 1.960726
C: 3.073919 -0.912621 -0.537817
C: -0.313877 -2.463377 -1.002676
S: -0.745820 0.449856 4.842883
C: 1.940279 -2.378275 2.016990
H: 1.563990 -2.009116 -3.424890
N: -1.752285 -1.386789 3.140814
H: -2.009451 1.452439 0.625797
C: -0.379747 2.132723 -3.330815

Cartesian forces, eV/Å:
0.0 0.3 0.1
-0.3 -0.1 0.2
-0.4 0.1 0.1
0.2 0.1 -0.2
0.4 0.0 0.2
0.4 -0.8 -1.3
0.0 -0.3 -0.1
-0.2 0.1 -0.3
-0.1 0.1 0.3
0.8 -2.0 0.6
-0.1 0.2 -0.1
0.2 0.6 -0.2
-0.1 0.2 0.4
0.1 -1.3 -0.2
-0.1 0.4 -0.3
-1.0 -0.3 0.0
0.2 0.0 -0.2
0.4 0.2 -0.5
0.1 -0.1 0.2
-0.1 0.1 0.2
0.4 0.1 -0.4
0.1 -0.1 0.0
-0.2 -0.2 0.2
0.2 0.0 -0.1
-3.1 5.3 0.9
0.0 0.3 -0.7
-0.1 -0.1 0.2
-0.3 -0.7 1.0
0.2 -0.1 -0.2
-0.1 -0.7 0.8
0.5 0.2 0.2
-0.1 -0.2 0.0
-0.1 -0.2 -0.2
-0.3 -0.3 0.4
0.1 -0.1 -0.2
-0.2 -0.6 -0.2
-0.3 -0.2 -0.1
-0.2 0.3 0.0
0.3 0.1 -0.1
0.5 0.3 -0.3
0.0 -0.1 0.3
-0.4 0.0 0.1
0.1 -0.5 -0.5
0.4 -0.2 0.1
-0.5 -0.4 0.3
0.0 0.0 0.3
0.1 0.2 0.2
-0.1 -0.1 -0.1
0.2 0.0 0.1
0.3 0.0 0.0
0.5 -0.3 -0.6
-0.1 -0.2 -0.2
-0.1 0.2 -0.2
0.0 0.0 0.2
-0.2 0.2 0.0
0.8 0.6 -0.3
-0.2 0.0 0.1
-0.7 -0.2 0.1
-0.2 0.2 0.0
0.3 0.3 0.0
0.9 -0.8 0.1
0.7 0.5 -1.0
0.2 0.2 0.4
-0.2 0.2 0.2
-0.2 0.1 0.3
0.2 -0.5 -0.3
0.5 -0.1 0.0

***

no.,energy (eV)
1,-31834.3096
2,-103760.2489
3,-9161.8306
4,-69101.1311